Here is 2 unconnected molecules or ions with the total composition C4H8S4 from the OMol25 dataset. Energies are from the ωB97M-V functional and the def2-TZVPD basis.

The HOMO energy is -0.3199 Eh. The energy above the lowest of the compared OMol25 structures with the same formula, charge and spin is 22.3 kcal/mol.

ORCA input file:
```
! RIJCOSX wB97M-V def2-TZVPD def2/J DEFGRID3
* xyz 0 1
S -0.007 2.484 -0.082
C -1.434 1.912 -1.052
C -2.295 2.932 -1.696
S -3.081 2.021 -0.365
H -0.526 2.254 1.124
H -1.213 0.997 -1.592
H -2.085 3.971 -1.476
H -2.678 2.746 -2.690
C 2.015 -3.046 1.123
C 0.996 -2.080 0.636
S 0.380 -2.069 -0.871
S 0.534 -0.885 1.821
H 3.003 -2.607 0.961
H 1.955 -3.979 0.566
H 1.894 -3.234 2.187
H -0.222 -0.174 0.986
*
```